Below is a 5-piece molecular cluster, C4H16O4 overall, with properties calculated with the ωB97M-V functional and the def2-TZVPD basis.

Energy relative to the best compared isomer or geometry (same formula, charge and spin) = 1.045 eV
SMILES string = C=CCC.O.O.O.O
Spin multiplicity = 1
M = 128.17 Da
Kohn-Sham gap = 10.0925 eV
DFT total energy = -12596.791 eV

Last column: natural (NBO) charge in e.
Cartesian coordinates (Å):
C (-0.101, 2.197, -0.308)  -0.443
C (0.201, 0.916, -0.159)  -0.145
C (1.392, 0.331, 0.526)  -0.455
C (2.436, -0.119, -0.524)  -0.598
H (-0.993, 2.504, -0.842)  0.191
H (0.573, 3.007, -0.042)  0.192
H (-0.469, 0.160, -0.540)  0.192
H (1.804, 1.034, 1.248)  0.200
H (1.076, -0.578, 1.039)  0.230
H (2.576, 0.695, -1.237)  0.209
H (3.409, -0.343, -0.093)  0.210
H (1.994, -0.938, -1.079)  0.209
O (-1.731, -2.835, 2.761)  -0.956
H (-0.856, -2.830, 2.362)  0.470
H (-2.039, -1.975, 2.435)  0.479
O (1.120, 2.010, -3.494)  -0.948
H (0.261, 1.688, -3.209)  0.476
H (1.375, 2.787, -2.986)  0.474
O (-0.595, -2.184, 0.351)  -0.974
H (-1.466, -1.868, 0.090)  0.497
H (-0.514, -3.134, 0.197)  0.483
O (-2.958, -0.509, 1.177)  -0.970
H (-3.902, -0.399, 1.008)  0.486
H (-2.594, 0.382, 1.319)  0.490

---

Below is a 5-piece molecular cluster, C4H16O4 overall, with properties calculated with the ωB97M-V functional and the def2-TZVPD basis.

Energy relative to the best compared isomer or geometry (same formula, charge and spin) = 1.002 eV
SMILES string = C/C=C/C.O.O.O.O
Spin multiplicity = 1
M = 128.17 Da
Kohn-Sham gap = 9.4613 eV
DFT total energy = -12596.835 eV

Last column: natural (NBO) charge in e.
Cartesian coordinates (Å):
C (1.224, 2.000, -1.730)  -0.644
C (0.981, 0.783, -2.552)  -0.186
C (0.787, -0.422, -2.038)  -0.188
C (0.712, -1.691, -2.799)  -0.646
H (1.353, 1.865, -0.660)  0.206
H (2.107, 2.584, -2.032)  0.217
H (0.441, 2.761, -1.850)  0.215
H (0.875, 0.990, -3.624)  0.195
H (0.700, -0.538, -0.963)  0.187
H (-0.148, -2.315, -2.511)  0.214
H (1.540, -2.376, -2.619)  0.218
H (0.654, -1.635, -3.898)  0.212
O (-0.707, 2.472, 3.105)  -0.964
H (-1.359, 2.540, 3.812)  0.459
H (-1.252, 2.238, 2.334)  0.489
O (-0.486, -0.597, 1.694)  -0.960
H (-0.455, -0.477, 2.647)  0.482
H (-0.061, 0.177, 1.309)  0.480
O (-2.547, 1.367, 1.259)  -0.954
H (-3.200, 1.473, 1.959)  0.471
H (-2.579, 0.425, 1.046)  0.498
O (0.083, -3.983, 2.748)  -0.938
H (0.458, -3.138, 2.439)  0.474
H (0.877, -4.502, 2.923)  0.464

---

Below is a 5-piece molecular cluster, C4H16O4 overall, with properties calculated with the ωB97M-V functional and the def2-TZVPD basis.

Energy relative to the best compared isomer or geometry (same formula, charge and spin) = 0.940 eV
SMILES string = C/C=C/C.O.O.O.O
Spin multiplicity = 1
M = 128.17 Da
Kohn-Sham gap = 10.3170 eV
DFT total energy = -12596.897 eV

Last column: natural (NBO) charge in e.
Cartesian coordinates (Å):
C (1.206, 1.460, -2.118)  -0.636
C (0.315, 0.788, -1.089)  -0.220
C (-0.923, 0.369, -1.346)  -0.177
C (-1.721, -0.334, -0.246)  -0.648
H (2.085, 0.846, -2.319)  0.193
H (0.672, 1.623, -3.044)  0.215
H (1.561, 2.421, -1.744)  0.218
H (0.816, 0.626, -0.143)  0.194
H (-1.360, 0.508, -2.319)  0.199
H (-2.767, -0.043, -0.330)  0.217
H (-1.543, -1.411, -0.260)  0.232
H (-1.310, -0.036, 0.702)  0.202
O (-2.166, 2.156, 1.781)  -0.953
H (-1.843, 1.320, 2.046)  0.481
H (-2.138, 2.302, 0.816)  0.475
O (2.622, -1.308, -0.796)  -0.953
H (1.691, -1.170, -1.022)  0.492
H (3.085, -0.514, -1.067)  0.479
O (0.865, -2.062, 1.087)  -0.984
H (1.070, -2.872, 1.560)  0.477
H (1.744, -1.764, 0.775)  0.498
O (-0.589, -0.753, 3.313)  -0.970
H (-0.038, -0.767, 2.533)  0.494
H (-1.334, -1.384, 3.233)  0.475

---

Below is a 4-piece molecular cluster, C4H16O4S2 overall, with properties calculated with the ωB97M-V functional and the def2-TZVPD basis.

Energy relative to the best compared isomer or geometry (same formula, charge and spin) = 1.371 eV
SMILES string = CSSCCCO.O.O.O
Spin multiplicity = 1
M = 192.30 Da
Kohn-Sham gap = 8.6661 eV
DFT total energy = -34266.795 eV

Last column: natural (NBO) charge in e.
Cartesian coordinates (Å):
C (-3.150, -0.896, 0.743)  -0.795
S (-2.857, -1.274, -0.985)  0.096
S (-2.670, 0.486, -1.938)  0.124
C (-1.085, 1.000, -1.193)  -0.560
C (0.131, 0.276, -1.717)  -0.449
C (1.573, 0.739, -1.328)  -0.066
O (1.779, 0.302, 0.043)  -0.778
H (-2.960, -1.635, 1.550)  0.243
H (-2.641, 0.074, 1.064)  0.208
H (-4.212, -0.707, 0.906)  0.220
H (-0.915, 2.098, -1.166)  0.240
H (-1.108, 0.776, -0.078)  0.220
H (0.213, 0.343, -2.809)  0.198
H (0.068, -0.796, -1.535)  0.221
H (2.353, 0.447, -2.052)  0.180
H (1.543, 1.839, -1.233)  0.176
H (2.221, -0.577, -0.081)  0.477
O (2.216, -2.398, -0.433)  -0.927
H (1.819, -2.662, 0.430)  0.492
H (3.109, -2.120, -0.186)  0.465
O (2.352, -0.586, 2.488)  -0.962
H (3.104, -0.297, 2.021)  0.479
H (1.571, -0.020, 2.427)  0.488
O (-0.626, 2.207, 1.519)  -0.913
H (-1.512, 2.106, 1.863)  0.463
H (-0.316, 1.274, 1.681)  0.462

---

Below is a 2-piece molecular cluster, C4H16Si3 overall, with properties calculated with the ωB97M-V functional and the def2-TZVPD basis.

Energy relative to the best compared isomer or geometry (same formula, charge and spin) = 3.402 eV
SMILES string = C[SiH2][SiH2]C.C=[SiH]C
Spin multiplicity = 1
M = 148.43 Da
Kohn-Sham gap = 8.1812 eV
DFT total energy = -28036.260 eV

Last column: natural (NBO) charge in e.
Cartesian coordinates (Å):
C (2.380, -2.113, -0.897)  -1.085
Si (1.780, -0.931, 0.448)  0.680
Si (1.500, 1.264, -0.259)  0.642
C (0.718, 2.089, 1.228)  -1.084
H (3.438, -2.115, -0.892)  0.236
H (1.977, -3.165, -0.886)  0.250
H (1.922, -1.784, -1.990)  0.235
H (0.497, -1.175, 1.103)  -0.163
H (2.876, -1.232, 1.421)  -0.141
H (2.874, 1.870, -0.555)  -0.155
H (0.759, 1.718, -1.491)  -0.132
H (0.052, 2.832, 1.225)  0.236
H (0.626, 1.356, 2.056)  0.236
H (1.649, 2.595, 1.646)  0.243
C (-2.774, -0.056, -1.666)  -1.070
Si (-3.117, -0.889, -0.108)  1.181
C (-2.800, 0.349, 1.245)  -1.145
H (-2.284, 0.902, -1.617)  0.224
H (-3.052, -0.520, -2.704)  0.230
H (-3.022, -2.213, 0.421)  -0.156
H (-3.755, 0.500, 1.782)  0.241
H (-1.975, 0.164, 1.959)  0.245
H (-2.605, 1.378, 0.903)  0.251

---

Below is C4H17Ca2N8O5 as an isolated structure, with properties calculated with the ωB97M-V functional and the def2-TZVPD basis.

Spin multiplicity = 2
M = 337.39 Da
Kohn-Sham gap (spin up / spin down) = 7.4933 / 4.5908 eV
DFT total energy = -63421.755 eV
Expectation value of S² = 0.7634
Total charge = +4

Last column: natural (NBO) charge in e.
Cartesian coordinates (Å):
Ca (-6.210, 3.818, -19.606)  1.915
Ca (-5.042, 2.186, -16.583)  1.916
O (-4.736, 4.209, -17.611)  -1.378
H (-4.624, 5.153, -17.386)  0.441
C (-3.294, 3.590, -21.044)  0.784
O (-4.181, 2.982, -20.543)  -0.826
N (-2.933, 3.548, -22.325)  -0.774
N (-2.246, 4.065, -20.357)  -0.799
H (-2.213, 4.147, -22.704)  0.432
H (-3.336, 2.796, -22.865)  0.442
H (-2.357, 4.056, -19.353)  0.361
H (-1.624, 4.710, -20.822)  0.422
C (-7.227, 3.822, -14.676)  0.783
O (-7.028, 2.992, -15.569)  -0.878
N (-8.414, 4.115, -14.199)  -0.760
N (-6.289, 4.511, -14.223)  -0.768
H (-9.341, 3.774, -14.412)  0.456
H (-8.401, 4.809, -13.465)  0.413
H (-5.392, 4.335, -14.653)  0.356
H (-6.182, 5.078, -13.394)  0.449
C (-7.547, 6.407, -17.728)  0.798
O (-7.463, 5.538, -18.587)  -0.867
N (-6.529, 7.108, -17.294)  -0.794
N (-8.707, 6.667, -17.151)  -0.770
H (-6.656, 7.843, -16.613)  0.434
H (-5.626, 6.798, -17.625)  0.370
H (-8.736, 7.496, -16.575)  0.425
H (-9.423, 5.971, -17.302)  0.442
C (-1.848, 6.652, -17.210)  0.707
O (-1.084, 7.632, -17.401)  -0.059
N (-2.990, 6.606, -16.550)  -0.719
N (-1.758, 5.528, -17.895)  -0.639
H (-3.559, 5.818, -16.825)  0.350
H (-3.403, 7.315, -15.960)  0.463
H (-2.427, 4.846, -17.568)  0.404
H (-0.966, 5.351, -18.496)  0.466

---

Below is C4H17CeNP as an isolated structure, with properties calculated with the ωB97M-V functional and the def2-TZVPD basis.

Spin multiplicity = 1
M = 250.28 Da
Kohn-Sham gap (spin up / spin down) = 7.7471 / 7.7551 eV
DFT total energy = -28119.622 eV
Total charge = +1

Last column: Mulliken charge in e.
Cartesian coordinates (Å):
C (2.847, -2.639, 1.478)  -0.929
Ce (1.270, -1.029, 0.939)  0.713
N (1.457, -1.441, -1.575)  -0.668
H (0.164, -0.609, 2.244)  -0.023
H (-0.614, -1.248, 0.760)  -0.041
H (2.748, -2.148, 2.569)  0.222
H (3.738, -2.519, 0.844)  0.390
H (1.953, -3.311, 1.347)  0.276
H (1.473, -0.674, -2.252)  0.258
H (0.486, -1.778, -1.495)  0.334
H (2.054, -2.205, -1.884)  0.264
C (-0.417, 2.751, -0.500)  -1.181
P (-0.574, 1.001, -0.053)  0.458
C (-1.834, 1.192, 1.276)  -1.149
C (-1.667, 0.478, -1.428)  -1.219
H (-0.005, 3.316, 0.342)  0.380
H (-1.405, 3.158, -0.762)  0.354
H (0.255, 2.858, -1.357)  0.348
H (-2.788, 1.498, 0.823)  0.401
H (-1.959, 0.243, 1.807)  0.314
H (-1.491, 1.950, 1.988)  0.364
H (-2.573, 1.095, -1.378)  0.472
H (-1.178, 0.642, -2.395)  0.359
H (-1.939, -0.580, -1.338)  0.303

---

Below is a 3-piece molecular cluster, C4H17N2O2 overall, with properties calculated with the ωB97M-V functional and the def2-TZVPD basis.

Energy relative to the best compared isomer or geometry (same formula, charge and spin) = 1.845 eV
Spin multiplicity = 1
M = 125.19 Da
Kohn-Sham gap = 9.4752 eV
DFT total energy = -11492.046 eV
Total charge = +1

Last column: natural (NBO) charge in e.
Cartesian coordinates (Å):
N (0.779, -1.392, -0.590)  -0.705
C (0.820, 0.106, -0.877)  -0.239
C (0.623, 0.901, 0.382)  -0.245
N (-0.648, 0.568, 1.075)  -0.481
C (-1.796, 0.660, 0.162)  -0.460
C (-0.823, 1.449, 2.270)  -0.424
H (1.740, -1.709, -0.518)  0.434
H (0.289, -1.888, -1.332)  0.442
H (0.293, -1.509, 0.315)  0.488
H (0.178, 0.369, -1.726)  0.257
H (1.857, 0.362, -1.125)  0.240
H (0.570, 1.952, 0.074)  0.209
H (1.427, 0.704, 1.103)  0.215
H (-1.766, 1.448, -0.606)  0.193
H (-2.795, 0.754, 0.610)  0.235
H (-2.001, -0.387, -0.243)  0.192
H (-1.648, 2.139, 2.232)  0.208
H (0.087, 2.053, 2.409)  0.202
H (-1.070, 0.856, 3.160)  0.206
H (1.146, 1.623, -3.842)  0.498
H (2.235, 0.416, -3.935)  0.497
O (1.519, 0.836, -3.438)  -0.989
H (-0.620, -3.499, 1.890)  0.499
H (-1.129, -2.100, 2.116)  0.498
O (-0.631, -2.624, 1.479)  -0.970

---

Below is a 3-piece molecular cluster, C4H17N2O2 overall, with properties calculated with the ωB97M-V functional and the def2-TZVPD basis.

Energy relative to the best compared isomer or geometry (same formula, charge and spin) = 0.773 eV
Spin multiplicity = 1
M = 125.19 Da
Kohn-Sham gap = 10.4797 eV
DFT total energy = -11493.117 eV
Total charge = +1

Last column: natural (NBO) charge in e.
Cartesian coordinates (Å):
N (0.298, -1.795, 0.458)  -0.865
C (-0.132, -1.037, 1.649)  -0.245
C (-0.394, 0.413, 1.306)  -0.224
N (-1.105, 0.550, 0.006)  -0.394
C (-2.426, -0.130, -0.021)  -0.419
C (-1.140, 1.959, -0.461)  -0.405
H (1.106, -1.357, 0.032)  0.375
H (0.520, -2.741, 0.732)  0.386
H (-0.515, 0.073, -0.710)  0.498
H (-1.059, -1.503, 1.994)  0.202
H (0.596, -1.131, 2.461)  0.213
H (-1.072, 0.805, 2.063)  0.226
H (0.491, 1.047, 1.304)  0.220
H (-2.926, 0.065, 0.921)  0.223
H (-3.005, 0.327, -0.816)  0.230
H (-2.262, -1.184, -0.198)  0.252
H (-1.934, 2.487, 0.052)  0.224
H (-0.191, 2.432, -0.235)  0.226
H (-1.326, 1.985, -1.525)  0.237
H (3.012, 0.857, -0.293)  0.468
H (4.188, 0.029, -0.178)  0.496
O (3.262, -0.067, -0.446)  -0.955
H (1.776, -0.002, -1.885)  0.511
H (0.633, -0.459, -2.737)  0.497
O (0.815, 0.106, -1.975)  -0.978

---

Below is a 3-piece molecular cluster, C4H17N2O2 overall, with properties calculated with the ωB97M-V functional and the def2-TZVPD basis.

Energy relative to the best compared isomer or geometry (same formula, charge and spin) = 2.828 eV
Spin multiplicity = 1
M = 125.19 Da
Kohn-Sham gap = 9.0263 eV
DFT total energy = -11491.063 eV
Total charge = +1

Last column: natural (NBO) charge in e.
Cartesian coordinates (Å):
C (0.547, -0.064, 0.238)  -0.233
C (1.452, -0.865, -0.710)  -0.441
C (0.745, -1.957, -1.517)  -0.417
C (1.372, -3.316, -1.221)  -0.204
N (0.916, -3.837, 0.011)  -0.853
N (0.363, 1.181, -0.542)  -0.679
H (-0.564, -0.445, 0.556)  0.243
H (0.895, 0.246, 1.263)  0.245
H (2.286, -1.304, -0.031)  0.259
H (1.994, -0.090, -1.326)  0.191
H (-0.301, -1.936, -1.047)  0.196
H (0.842, -1.696, -2.601)  0.233
H (2.498, -3.021, -1.293)  0.174
H (1.197, -3.946, -2.143)  0.197
H (0.006, -3.515, 0.403)  0.364
H (0.724, -4.863, -0.115)  0.384
H (0.014, 1.059, -1.459)  0.424
H (1.313, 1.564, -0.800)  0.435
H (-0.307, 1.853, -0.209)  0.467
H (-0.966, 3.695, 0.910)  0.481
H (-2.360, 3.155, 1.357)  0.515
O (-1.625, 3.059, 0.813)  -0.981
H (-2.959, 5.038, 3.432)  0.470
H (-4.448, 5.129, 3.238)  0.485
O (-3.632, 4.878, 2.793)  -0.954